No. 1
A single C6H6N2O2 molecule at a distorted geometry. Source: OMol25; level of theory: ωB97M-V/def2-TZVPD.

Atoms and positions in Å:
N 3.48 -0.10 0.13
C 2.00 0.07 -0.08
C 1.32 -1.16 -0.27
C -0.02 -1.10 -0.14
C -0.77 0.10 -0.07
N -2.12 -0.05 -0.05
O -2.73 0.94 -0.15
O -2.52 -1.18 0.41
C -0.16 1.37 -0.03
C 1.35 1.20 0.03
H 3.81 0.66 0.49
H 3.66 -1.05 0.88
H 1.91 -2.12 -0.94
H -0.65 -1.97 -0.09
H -0.50 2.40 0.21
H 1.95 2.10 0.16

The calculation puts the highest occupied orbital energy at -9.27 eV. Its SMILES is Nc1ccc([N+](=O)[O-])cc1. The value obtained for the largest force on an atom is 9.5 eV/Å. The value obtained for the frontier orbital gap is 8.5 eV. The value obtained for the energy relative to the best compared isomer or geometry (same formula, charge and spin) is 605.23 kJ/mol.

No. 2
A molecular structure, C6H6N2O2 at a distorted geometry. Source: OMol25; level of theory: ωB97M-V/def2-TZVPD.

Atoms and positions in Å:
C 0.50 -0.55 -2.08
C 0.48 0.87 -1.73
C 0.98 1.16 -0.41
C 1.20 -1.26 0.25
C -3.19 0.62 2.81
C -2.37 0.73 1.96
H 1.17 -2.26 -1.84
H 0.43 1.59 -2.53
H 1.40 2.11 0.06
H 1.15 0.34 1.49
H -3.98 0.56 3.57
H -1.53 0.65 1.27
N 0.59 -1.40 -1.05
N 1.03 0.08 0.56
O 0.39 -1.09 -3.21
O 1.76 -2.14 0.89

The calculation puts the highest occupied orbital energy at -9.86 eV. The value obtained for the largest force on an atom is 7.8 eV/Å. The value obtained for the frontier orbital gap is 9.5 eV. The value obtained for the energy relative to the best compared isomer or geometry (same formula, charge and spin) is 410.07 kJ/mol.

No. 3
2 unconnected molecules or ions with the total composition C6H6N2O2 at a distorted geometry. Source: OMol25; level of theory: ωB97M-V/def2-TZVPD.

Atoms and positions in Å:
O 2.67 -0.97 -1.73
C 2.13 -0.59 -0.65
C 2.17 0.79 -0.22
C 1.73 1.14 0.97
N 0.96 0.18 1.59
C 0.67 -1.12 1.23
O -0.09 -1.79 1.95
N 1.17 -1.45 0.05
H 2.82 1.35 -0.86
H 1.68 2.03 1.57
H 0.97 0.58 2.68
H 1.22 -2.46 -0.02
C -4.95 0.31 -1.22
C -4.40 0.84 -2.16
H -5.20 -0.47 -0.52
H -3.57 1.63 -2.67

The calculation puts the highest occupied orbital energy at -9.63 eV. Its SMILES is O=c1cc[nH]c(=O)[nH]1.C#C. The value obtained for the largest force on an atom is 6.8 eV/Å. The value obtained for the frontier orbital gap is 9.8 eV. The value obtained for the energy relative to the best compared isomer or geometry (same formula, charge and spin) is 370.36 kJ/mol.

No. 4
2 unconnected molecules or ions with the total composition C6H6N2O2 at a distorted geometry. Source: OMol25; level of theory: ωB97M-V/def2-TZVPD.

Atoms and positions in Å:
O -3.75 -1.00 0.51
C -2.75 -0.50 0.16
C -2.65 0.90 -0.10
C -1.42 1.41 -0.21
N -0.40 0.54 -0.31
C -0.40 -0.85 -0.32
O 0.74 -1.45 -0.37
N -1.62 -1.31 0.05
H -3.58 1.60 -0.01
H -1.27 2.57 -0.10
H 0.54 0.72 -0.30
H -2.07 -2.21 0.14
C 4.57 -0.37 -0.35
C 4.82 0.04 0.79
H 4.39 -0.97 -1.16
H 4.85 0.88 1.58

The calculation puts the highest occupied orbital energy at -9.52 eV. Its SMILES is O=c1cc[nH]c(=O)[nH]1.C#C. The value obtained for the largest force on an atom is 5.4 eV/Å. The value obtained for the frontier orbital gap is 10.0 eV. The value obtained for the energy relative to the best compared isomer or geometry (same formula, charge and spin) is 315.91 kJ/mol.

No. 5
A single C6H6N2O2 molecule at a distorted geometry. Source: OMol25; level of theory: ωB97M-V/def2-TZVPD.

Atoms and positions in Å:
C 2.20 0.44 0.52
N 0.93 -0.01 0.05
C 0.49 -0.12 -1.24
C -0.86 -0.48 -1.19
O -1.63 -0.64 -2.33
C -1.41 -0.49 0.10
C -2.65 -0.47 0.67
N -3.68 -0.53 1.18
C -0.12 -0.14 0.90
O -0.09 0.25 2.21
H 3.00 -0.36 0.46
H 2.68 1.10 -0.30
H 2.20 1.04 1.54
H 1.05 0.07 -2.05
H -1.19 -0.20 -3.01
H -0.92 0.54 2.49

The calculation puts the highest occupied orbital energy at -8.09 eV. Its SMILES is Cn1cc(O)c(C#N)c1O. The value obtained for the largest force on an atom is 6.9 eV/Å. The value obtained for the frontier orbital gap is 8.5 eV. The value obtained for the energy relative to the best compared isomer or geometry (same formula, charge and spin) is 248.98 kJ/mol.

No. 6
A single C6H6N2O2S4 molecule at a distorted geometry. Source: OMol25; level of theory: ωB97M-V/def2-TZVPD.

Atoms and positions in Å:
C -3.46 -0.97 -0.87
C -2.15 -1.37 -0.64
C 1.27 1.13 -1.09
C -2.18 0.88 0.24
C 1.00 2.31 -0.21
C -0.04 -0.63 0.26
N 0.89 -0.10 -0.74
N -1.45 -0.20 -0.02
O 1.89 1.33 -2.13
O -1.58 -2.43 -0.89
S -1.61 2.26 1.11
S -3.84 0.66 -0.35
S -0.58 3.31 -0.33
S 0.42 -0.23 1.98
H -4.23 -1.63 -1.36
H 0.91 1.94 0.87
H 1.87 2.79 -0.32
H 1.14 -0.65 -1.58
H -0.08 -1.68 0.21
H 0.82 -1.47 2.24

The calculation puts the highest occupied orbital energy (spin up / spin down) at -8.18 / -8.18 eV. The value obtained for the largest force on an atom is 5.1 eV/Å. The value obtained for the frontier orbital gap (spin up / spin down) is 7.1 / 7.1 eV. The value obtained for the energy relative to the best compared isomer or geometry (same formula, charge and spin) is 215.67 kJ/mol.

No. 7
A single C6H6N2O4 molecule at a distorted geometry. Source: OMol25; level of theory: ωB97M-V/def2-TZVPD.

Atoms and positions in Å:
C 0.67 1.21 -0.95
C 0.06 0.97 0.22
C 1.25 0.26 -1.86
C 1.47 -1.03 -1.10
C -0.22 -0.41 0.71
C 0.32 -1.39 -0.07
N -0.84 -0.61 1.88
N -2.14 1.38 1.88
O 1.54 0.43 -3.05
O -1.60 0.27 2.40
O -3.12 1.89 2.41
O -0.08 -2.63 -0.09
H 0.61 2.17 -1.26
H -0.02 1.83 0.85
H 1.60 -1.97 -1.69
H 2.26 -0.77 -0.35
H -1.91 1.55 0.86
H 0.15 -3.13 -0.81

The calculation puts the highest occupied orbital energy (spin up / spin down) at -7.48 / -9.50 eV. The value obtained for the largest force on an atom is 5.9 eV/Å. The value obtained for the frontier orbital gap (spin up / spin down) is 6.5 / 8.5 eV. The value obtained for the energy relative to the best compared isomer or geometry (same formula, charge and spin) is 407.59 kJ/mol. The multiplicity is 3.

No. 8
A gas-phase ion, C6H6N3O (charge +1) at a distorted geometry. Source: OMol25; level of theory: ωB97M-V/def2-TZVPD.

Atoms and positions in Å:
O -3.08 0.11 0.64
N -2.05 -0.12 0.00
C -1.52 -1.39 0.05
C -0.16 -1.80 -0.02
N 1.04 -1.44 -0.54
C 1.83 -0.48 -0.35
C 1.71 0.71 0.53
C 0.73 1.60 0.35
C -0.38 1.53 -0.70
N -1.53 0.94 -0.72
H -2.15 -2.07 0.60
H -0.03 -2.90 0.24
H 2.74 -0.47 -0.80
H 2.55 0.92 1.19
H 0.65 2.49 1.10
H -0.37 2.36 -1.58

The calculation puts the highest occupied orbital energy (spin up / spin down) at -14.45 / -14.45 eV. As for the net charge: +1. Its SMILES is O=[N+]1\C=C/N=C\C=C/C=N\1. The value obtained for the largest force on an atom is 3.1 eV/Å. The value obtained for the frontier orbital gap (spin up / spin down) is 7.9 / 7.9 eV. The value obtained for the energy relative to the best compared isomer or geometry (same formula, charge and spin) is 666.27 kJ/mol.